# 1
70
Properties=species:S:1:pos:R:3:forces:R:3 method="wB97M-V/def2-TZVPD" homo_energy_ha=-0.453 charge=+2 homo_lumo_gap_ev=5.721 energy_ha=-3113.91467 e_lumo_ha=-0.243 de_lowest_kcal_mol=25.32
Rh -0.0572 -0.1894 0.0313 0.2 0.1 -0.6
N 1.6868 -0.1628 3.8044 1.8 -0.2 -2.6
C 0.8082 -0.1356 4.8496 -2.5 0.0 2.1
C 1.2749 -0.0847 6.1692 0.0 0.1 -1.0
C 0.3876 -0.0397 7.2201 -0.9 0.0 0.2
C -0.9926 -0.0088 6.9873 0.8 0.0 0.5
C -1.4762 -0.0666 5.7006 0.3 0.0 -0.9
C -0.5889 -0.1578 4.6282 1.4 0.1 0.8
S -1.2206 -0.4540 3.0283 -1.8 -0.3 0.2
N 0.0719 -0.1618 2.0350 4.9 0.0 0.6
C 1.3772 -0.1414 2.4715 -4.7 -0.2 1.7
C 2.3723 -0.0735 1.4723 2.3 0.3 -2.2
C 3.7572 0.0742 1.7299 -1.6 -0.2 0.2
C 4.6400 0.1488 0.6845 0.0 -0.1 -1.1
C 4.1480 0.0635 -0.6236 0.3 0.0 0.9
C 2.7906 -0.0829 -0.8200 -0.1 0.0 -0.3
N 1.9077 -0.1421 0.1772 1.5 0.1 1.3
H 2.6720 -0.1672 4.0393 -0.3 0.0 0.0
H 2.3379 -0.0802 6.3525 0.2 0.0 0.0
H 0.7576 -0.0218 8.2319 0.1 0.0 0.1
H -1.6758 0.0520 7.8184 -0.1 0.0 0.1
H -2.5363 -0.0520 5.5003 -0.2 0.0 0.0
H 4.1224 0.1294 2.7438 0.0 0.0 0.0
H 5.6967 0.2601 0.8647 0.1 0.0 0.0
H 4.8150 0.1087 -1.4672 0.0 0.0 -0.1
H 2.4011 -0.1496 -1.8274 -0.2 0.0 0.1
N -0.2462 -1.9482 -3.2159 -0.1 -0.5 0.3
C -0.1915 -0.6249 -3.1606 0.0 0.5 -1.7
N -0.1075 0.1323 -2.0973 0.0 -0.3 1.0
C -0.0649 1.4788 -2.4189 0.0 -0.4 -5.0
C -0.0734 1.7246 -3.8192 0.0 -0.4 3.1
S -0.2148 0.2779 -4.7021 0.1 -0.7 1.2
C -0.0493 2.4732 -1.4423 0.1 4.9 0.8
C -0.0310 3.8817 -1.6659 0.0 -3.0 0.3
S -0.0515 4.7375 -0.1908 0.0 -1.2 0.6
C -0.0822 3.1710 0.6668 0.0 1.5 -0.5
N -0.0750 2.1388 -0.1141 0.0 -0.9 0.0
N -0.0842 3.1176 2.0022 0.1 -0.2 0.6
H -0.0475 -2.4977 -2.3839 0.0 0.1 -0.2
H -0.2611 -2.3984 -4.1155 0.0 0.0 0.1
H 0.0237 2.6670 -4.3128 -0.1 0.3 -0.1
H -0.0060 4.4004 -2.6006 0.0 0.1 -0.2
H -0.1659 3.9533 2.5532 0.0 -0.1 0.0
H -0.1983 2.2201 2.4448 -0.1 0.1 0.0
O 0.6302 -3.0026 -0.8074 0.5 0.3 -0.3
B 0.0178 -2.2260 0.1628 -0.2 0.5 -0.2
O -0.5249 -3.0244 1.1412 -0.2 0.5 0.4
C -0.3000 -4.3247 0.7540 0.4 -0.6 -0.8
C -0.7244 -5.5084 1.3223 0.0 0.5 0.0
C -0.3953 -6.6736 0.6470 0.1 -0.1 -0.1
C 0.3571 -6.6550 -0.5219 -0.1 -0.2 0.1
C 0.7922 -5.4681 -1.0923 0.0 0.4 0.0
C 0.4270 -4.3117 -0.4385 -0.5 -0.8 0.8
H -1.2975 -5.5259 2.2336 -0.1 0.0 0.1
H -0.7387 -7.6172 1.0403 0.0 -0.1 0.0
H 0.5928 -7.5887 -1.0030 0.1 -0.1 -0.1
H 1.3671 -5.4424 -2.0049 0.1 0.0 -0.1
N -1.9729 -0.2371 -0.0009 -3.3 0.3 0.0
C -3.1277 -0.1263 -0.0083 2.9 -0.4 0.0
C -4.5150 -0.0444 -0.0111 -1.8 0.1 0.0
C -5.2074 0.2153 1.1832 0.3 -0.1 -0.3
C -6.5863 0.2368 1.1764 0.0 0.0 0.0
C -7.2825 0.0055 -0.0030 0.1 0.0 0.0
C -6.6014 -0.2227 -1.1916 -0.1 0.0 0.0
C -5.2228 -0.2478 -1.2069 0.3 0.0 0.3
H -4.6522 0.3925 2.0912 0.0 0.0 0.1
H -7.1219 0.4343 2.0922 0.0 0.0 0.1
H -8.3604 0.0066 0.0035 -0.1 0.0 0.0
H -7.1469 -0.3824 -2.1086 -0.1 0.0 -0.1
H -4.6795 -0.4246 -2.1217 0.0 -0.1 -0.1

---

# 2
70
Properties=species:S:1:pos:R:3:forces:R:3 method="wB97M-V/def2-TZVPD" homo_energy_ha="-0.283 / -0.283" homo_lumo_gap_ev="6.726 / 6.725" energy_ha=-15761.63602 e_lumo_ha="-0.035 / -0.035" de_lowest_kcal_mol=3.81
Ce 0.4853 -0.9072 -0.6094 0.7 0.0 -0.4
C 4.0313 4.2701 1.3462 0.0 0.0 0.0
C 2.7756 4.5564 0.5395 0.0 0.0 0.0
N 2.5586 3.6034 -0.5523 -0.3 0.0 0.1
C 1.8737 2.4282 -0.3275 0.4 0.1 0.1
S 1.2473 1.6528 -1.7476 -0.2 -0.1 0.0
N 1.8617 2.0070 0.9067 -0.2 0.0 -0.1
N 1.0797 0.8958 1.1058 0.1 0.1 0.1
C 1.0459 0.4673 2.3176 -0.1 0.0 0.0
C 1.8982 1.0527 3.3939 0.0 0.0 0.0
C 0.0487 -0.5941 2.6063 0.0 0.0 0.1
C 0.1080 -1.3769 3.7518 -0.1 0.0 0.0
C -0.8820 -2.3222 3.9717 0.0 0.0 0.0
C -1.9081 -2.4525 3.0528 0.0 0.0 0.0
C -1.8716 -1.6631 1.9152 0.0 0.0 0.0
N -0.9213 -0.7572 1.6870 0.1 -0.1 -0.1
H 4.0804 4.9375 2.2086 0.0 0.0 0.0
H 4.9325 4.4263 0.7516 0.0 0.0 0.0
H 4.0247 3.2425 1.7064 0.0 0.0 0.0
H 2.8416 5.5451 0.0826 0.0 0.0 0.0
H 1.9036 4.5520 1.1980 0.0 0.0 0.0
H 2.3252 4.0067 -1.4457 0.0 0.0 0.0
H 2.9506 0.9223 3.1368 0.0 0.0 0.0
H 1.7028 0.6098 4.3652 0.0 0.0 0.0
H 1.7223 2.1282 3.4458 0.0 0.0 0.0
H 0.9326 -1.2787 4.4410 0.0 0.0 0.0
H -0.8403 -2.9584 4.8462 0.0 0.0 0.0
H -2.6996 -3.1774 3.1814 0.0 0.0 0.0
H -2.6130 -1.7849 1.1354 0.0 0.0 0.0
Br 1.9056 -6.2492 3.9468 0.0 0.0 0.0
C 1.1270 -5.2227 2.5730 -0.1 0.0 0.0
C -0.0699 -5.6211 1.9800 0.1 0.0 0.0
Br -0.9358 -7.1972 2.5394 0.0 0.0 0.0
C -0.6445 -4.8395 0.9730 0.1 0.1 0.1
Br -2.3038 -5.2480 0.1873 0.0 0.0 0.0
C -0.0245 -3.6699 0.5569 -0.4 -0.1 -0.1
O -0.5467 -2.8353 -0.3404 0.5 0.2 -0.1
C 1.1822 -3.2714 1.1540 0.2 0.1 0.3
O 1.6786 -2.0996 0.7599 -0.3 -0.3 -0.3
C 1.7506 -4.0427 2.1561 -0.1 0.0 0.0
Br 3.3181 -3.3758 2.9557 0.0 0.0 0.0
Br -2.1849 -0.0833 -1.8542 -0.1 0.0 0.1
C -1.7597 -0.3983 -3.6927 0.0 0.0 0.0
C -2.6973 -0.0427 -4.6135 0.0 0.0 0.0
C -2.4272 -0.2701 -5.9788 0.0 0.0 0.0
C -1.2458 -0.8399 -6.3518 0.0 0.0 0.0
C -0.2755 -1.2098 -5.3895 0.0 0.0 0.0
C 0.9462 -1.8107 -5.7835 0.0 0.0 0.0
C 1.8652 -2.1827 -4.8512 0.0 0.0 0.1
C 1.6114 -1.9574 -3.4758 -0.1 -0.1 0.0
C 0.4589 -1.3636 -3.0320 -0.3 0.4 0.4
C -0.5140 -0.9884 -4.0058 0.1 -0.1 -0.1
H -3.6323 0.4033 -4.3049 0.0 0.0 0.0
H -3.1659 0.0073 -6.7188 0.0 0.0 0.0
H -1.0312 -1.0239 -7.3977 0.0 0.0 0.0
H 1.1281 -1.9718 -6.8394 0.0 0.0 0.0
H 2.7960 -2.6472 -5.1519 0.0 0.0 0.0
H 2.3800 -2.2771 -2.7795 0.0 0.0 0.0
S 3.8263 -1.0392 -1.0008 0.0 -0.3 0.3
C 4.9804 0.1622 -0.8854 -0.1 0.3 -0.1
N 4.7068 1.4267 -1.3138 0.1 0.1 -0.1
C 5.5776 2.4630 -1.2845 0.0 -0.1 0.0
C 6.8330 2.2917 -0.8006 0.0 0.0 0.0
C 7.1850 1.0034 -0.3299 0.0 0.1 0.0
C 6.2952 -0.0259 -0.3672 -0.1 0.0 0.0
H 3.7741 1.5824 -1.6899 -0.1 -0.1 0.0
H 5.1926 3.3970 -1.6648 0.0 0.0 0.0
H 7.5280 3.1166 -0.7799 0.0 0.0 0.0
H 8.1769 0.8339 0.0697 0.0 0.0 0.0
H 6.5446 -1.0125 -0.0065 0.0 0.0 0.0

---

# 3
70
Properties=species:S:1:pos:R:3:forces:R:3 method="wB97M-V/def2-TZVPD" homo_energy_ha="-0.028 / -0.123" charge=-2 homo_lumo_gap_ev="4.376 / 6.911" multiplicity=6 energy_ha=-10201.19919 e_lumo_ha="0.133 / 0.131"
Fe -1.5276 0.7035 0.4124 -0.2 -0.4 0.9
O -4.9147 5.4730 4.3726 0.0 0.0 0.0
C -3.7030 5.5784 4.1095 0.0 0.0 0.1
O -2.8697 6.4302 4.4845 0.0 0.0 0.0
C -3.1314 4.4823 3.1759 0.0 0.0 0.0
C -1.7579 4.3567 2.9965 0.0 0.0 0.0
C -1.2662 3.3682 2.1704 -0.1 0.0 0.0
N -2.0573 2.5105 1.5124 0.1 0.0 0.0
C -3.3853 2.6400 1.6559 0.0 0.0 0.0
C -3.9485 3.6007 2.4815 0.0 0.0 0.0
C -4.2448 1.6669 0.8457 0.0 0.0 0.0
O -5.4635 1.7845 0.9000 0.0 0.0 0.0
O -3.5799 0.8127 0.1671 0.0 0.1 -0.2
H -1.1024 5.0471 3.5092 0.0 0.0 0.0
H -0.1996 3.2555 2.0213 0.0 0.0 0.0
H -5.0226 3.6551 2.5797 0.0 0.0 0.0
Cl 2.1243 -2.3209 -3.0929 -0.1 0.0 -0.3
C 1.6151 -0.6397 -3.1732 0.0 -0.1 -0.2
C 0.2973 -0.2916 -2.7986 0.0 0.0 0.1
C 0.0522 1.1231 -2.7283 0.0 0.0 0.0
Cl -1.3610 1.6773 -1.8109 0.1 0.1 -0.5
C 0.9405 2.0586 -3.1890 -0.1 0.0 0.0
Cl 0.5852 3.7638 -3.0615 0.0 0.0 0.0
C 2.1570 1.6584 -3.7441 0.2 0.0 0.2
Cl 3.1056 2.7529 -4.7215 -0.1 0.0 -0.1
C 2.5091 0.2822 -3.6571 0.0 0.1 0.0
Cl 4.1335 -0.1842 -4.1117 0.0 0.0 0.1
C 4.1156 1.3886 -0.6028 -0.1 0.0 0.0
N 3.4570 0.1291 -0.3157 0.1 0.0 0.1
C 2.2696 -0.0101 0.3218 -0.1 -0.3 0.0
Se 1.1650 1.2778 0.9963 0.2 0.5 -0.1
N 2.0504 -1.3390 0.4580 0.0 0.0 -0.2
C 3.0958 -2.0664 -0.0751 0.1 0.0 0.2
C 3.3394 -3.4254 -0.1668 0.0 0.0 0.1
C 4.5334 -3.8120 -0.7564 0.0 0.0 0.0
C 5.4480 -2.8704 -1.2341 0.0 0.0 0.0
C 5.1989 -1.5091 -1.1417 0.0 0.0 0.0
C 4.0062 -1.1261 -0.5542 0.0 0.0 0.0
H 3.4637 2.1905 -0.2653 0.0 0.0 0.0
H 4.2837 1.4855 -1.6732 0.0 0.0 -0.1
H 5.0666 1.4345 -0.0691 0.0 0.0 0.0
H 1.1858 -1.6841 0.8510 0.0 0.0 0.1
H 2.6243 -4.1518 0.1954 0.0 0.0 0.0
H 4.7604 -4.8663 -0.8469 0.0 0.0 0.0
H 6.3667 -3.2092 -1.6949 0.0 0.0 0.0
H 5.8909 -0.7783 -1.5351 0.0 0.0 0.0
C -0.1198 -1.8838 3.2003 0.0 0.1 0.0
C -1.4977 -1.5523 2.6289 0.0 0.0 0.1
C -2.1065 -0.3897 3.4112 0.0 0.0 0.0
C -1.4307 -1.2713 1.1197 0.1 0.2 -0.1
H -0.1549 -2.0565 4.2799 0.0 0.0 0.0
H 0.5646 -1.0462 3.0263 0.0 0.0 0.0
H 0.2907 -2.7874 2.7327 0.0 0.0 0.0
H -2.1397 -2.4268 2.8108 0.0 0.0 0.0
H -1.4729 0.4986 3.3271 0.0 0.0 0.0
H -2.2140 -0.6293 4.4744 0.0 0.0 0.0
H -3.0928 -0.1316 3.0200 0.0 0.0 0.0
H -2.3328 -1.6580 0.6291 0.1 -0.1 0.0
H -0.5836 -1.8063 0.6641 -0.2 -0.2 0.1
Br -4.5269 -4.1220 -2.4122 0.0 0.0 0.0
C -3.0313 -2.9515 -2.5316 0.0 0.0 0.0
C -3.1251 -1.7964 -3.2869 0.0 0.0 0.0
C -2.0257 -0.9598 -3.3738 0.0 0.0 -0.1
C -0.8252 -1.2433 -2.7115 0.1 0.0 0.0
C -0.7788 -2.4116 -1.9463 0.0 -0.1 0.0
C -1.8658 -3.2648 -1.8562 0.0 0.0 0.0
H -4.0443 -1.5500 -3.8001 0.0 0.0 0.0
H -2.0902 -0.0667 -3.9830 0.0 0.0 0.0
H 0.1104 -2.6441 -1.3791 0.0 0.0 0.0
H -1.8128 -4.1524 -1.2407 0.0 0.0 0.0

---

# 4
65
Properties=species:S:1:pos:R:3:forces:R:3 method="wB97M-V/def2-TZVPD" homo_energy_ha="-0.406 / -0.406" charge=+1 homo_lumo_gap_ev="7.190 / 7.169" energy_ha=-3132.63209 e_lumo_ha="-0.142 / -0.143"
Co 0.1872 0.0134 -0.0967 1.0 0.4 -0.2
C 2.7963 0.3457 3.1410 0.0 0.0 0.1
C 2.5164 1.5928 3.6993 0.0 0.1 0.0
C 1.4039 2.2756 3.2747 0.0 0.0 0.1
C 0.5844 1.7351 2.2744 -0.1 -0.2 0.1
N 0.9082 0.5643 1.6906 0.2 0.3 -0.6
C 1.9691 -0.1242 2.1542 0.0 -0.1 0.2
N -0.5577 2.4352 1.9824 0.2 0.3 0.1
C -1.4338 2.0139 1.1499 -0.1 -0.3 -0.1
N -1.4043 0.8914 0.3507 0.0 -0.3 -0.1
C -2.5169 0.8972 -0.4788 0.1 -0.1 0.3
N -2.8186 0.0631 -1.3872 -0.2 0.0 -0.3
C -1.9469 -0.8991 -1.8365 0.2 0.0 -0.1
C -2.4832 -1.9715 -2.5518 0.0 -0.1 -0.2
C -1.6488 -2.8750 -3.1580 -0.1 0.0 0.0
C -0.2692 -2.6852 -3.0859 0.0 0.0 -0.1
C 0.2003 -1.6372 -2.3436 0.0 0.1 -0.2
N -0.6122 -0.7671 -1.7071 0.1 0.0 0.3
C -3.3350 2.0786 -0.1471 0.0 0.0 0.0
C -4.5125 2.5504 -0.6904 0.0 0.0 0.0
C -5.0221 3.7340 -0.1666 0.0 0.0 0.0
C -4.3633 4.4128 0.8573 0.0 0.0 0.0
C -3.1670 3.9373 1.3839 0.0 0.1 0.1
C -2.6707 2.7618 0.8575 0.0 -0.1 0.0
H 3.6313 -0.2502 3.4797 0.0 0.0 0.0
H 3.1446 2.0000 4.4806 0.0 0.0 0.0
H 1.0993 3.2182 3.7050 0.0 0.0 0.0
H 2.1143 -1.1018 1.7173 0.0 0.0 0.1
H -3.5582 -2.0557 -2.6065 0.0 0.0 0.0
H -2.0574 -3.7200 -3.6960 0.0 0.0 0.0
H 0.4225 -3.3401 -3.5949 0.0 0.0 0.0
H 1.2591 -1.4539 -2.2343 -0.1 0.0 0.0
H -5.0062 2.0185 -1.4926 0.0 0.0 0.0
H -5.9479 4.1334 -0.5588 0.0 0.0 0.0
H -4.7921 5.3264 1.2471 0.0 0.0 0.0
H -2.6455 4.4603 2.1742 0.0 0.0 0.0
O 2.3322 -0.2262 -0.7153 -0.2 0.1 0.0
C 3.0976 0.9640 -0.5391 0.1 0.1 0.0
C 2.1570 2.1299 -0.6288 0.0 0.0 -0.1
C 2.5838 3.4267 -0.4021 0.0 0.1 -0.1
C 1.6901 4.4639 -0.5999 0.0 0.0 0.0
C 0.4181 4.1752 -1.0759 0.1 0.0 -0.1
C 0.0676 2.8547 -1.2518 0.0 0.0 -0.2
N 0.9044 1.8397 -0.9879 -0.5 0.1 0.5
H 2.6918 -0.9478 -0.1864 0.0 -0.1 0.0
H 3.8314 1.0423 -1.3446 0.0 0.0 0.0
H 3.6336 0.9704 0.4109 -0.1 -0.1 0.0
H 3.5970 3.6162 -0.0723 0.0 0.0 0.0
H 1.9839 5.4864 -0.4027 0.0 0.0 0.0
H -0.2966 4.9574 -1.2877 0.0 0.0 0.0
H -0.9119 2.5870 -1.6260 0.0 0.0 0.1
O -1.4203 -2.7155 0.2948 -0.1 0.1 0.1
C -0.2126 -2.7812 0.3345 -0.2 -0.1 0.1
O 0.5813 -1.7295 0.4421 -0.6 -0.1 0.1
C 0.5106 -4.0894 0.2572 0.2 0.1 0.0
C -0.1404 -5.2383 0.6862 0.0 -0.1 0.0
C 0.5041 -6.4638 0.6198 0.0 0.0 0.0
C 1.7964 -6.5476 0.1192 0.0 0.0 0.0
C 2.4455 -5.4026 -0.3245 0.0 0.0 0.0
C 1.8016 -4.1765 -0.2561 0.0 0.0 0.1
H -1.1467 -5.1580 1.0757 0.0 0.0 0.0
H -0.0071 -7.3574 0.9526 0.0 0.0 0.0
H 2.2954 -7.5064 0.0677 0.0 0.0 0.0
H 3.4485 -5.4680 -0.7255 0.0 0.0 0.0
H 2.2963 -3.2839 -0.6211 0.0 0.0 0.0